Arrangement 1

C2H8O4 | wB97M-V/def2-TZVPD

LUMO energy: 0.0190 Eh
Kohn-Sham gap: 10.7 eV

Geometry (Å):
H 0.183 1.381 0.422
O -0.521 2.404 0.058
O 0.571 0.287 0.746
H -0.515 1.928 -0.801
H -1.240 1.866 0.489
C -0.396 -0.573 0.527
O -1.420 -0.111 -0.014
C -0.262 -1.908 1.138
H 0.495 -2.260 1.818
H -1.222 -2.185 1.613
H -0.076 -2.570 0.256
O 1.298 1.014 -2.114
H 2.038 0.575 -1.640
H 1.068 0.149 -2.496

For each atom in turn, the Mulliken charge in e is: atom 1 (H): 0.430, atom 2 (O): -0.656, atom 3 (O): -0.661, atom 4 (H): 0.428, atom 5 (H): 0.452, atom 6 (C): 0.905, atom 7 (O): -0.743, atom 8 (C): -1.016, atom 9 (H): 0.332, atom 10 (H): 0.275, atom 11 (H): 0.252, atom 12 (O): -0.630, atom 13 (H): 0.324, atom 14 (H): 0.310

Arrangement 2

C2H8O4 | wB97M-V/def2-TZVPD

LUMO energy: 0.0186 Eh
Kohn-Sham gap: 11.2 eV

Geometry (Å):
C -1.016 -0.629 -1.363
C 0.092 -0.157 -0.466
O 0.004 0.123 0.713
O 1.287 -0.423 -1.020
H -0.714 -0.363 -2.380
H -0.959 -1.711 -1.349
H -2.002 -0.251 -1.128
H 1.935 -0.288 -0.288
O 3.089 0.176 1.073
H 2.412 -0.010 1.736
H 3.607 0.909 1.419
O -2.771 1.198 0.859
H -1.834 1.097 1.089
H -3.130 0.331 1.104

For each atom in turn, the Mulliken charge in e is: atom 1 (C): -0.972, atom 2 (C): 0.732, atom 3 (O): -0.635, atom 4 (O): -0.441, atom 5 (H): 0.326, atom 6 (H): 0.264, atom 7 (H): 0.337, atom 8 (H): 0.423, atom 9 (O): -0.675, atom 10 (H): 0.346, atom 11 (H): 0.307, atom 12 (O): -0.644, atom 13 (H): 0.318, atom 14 (H): 0.314

Result of the stability comparison: arrangement 2 is the most stable of them.

Arrangement 1

C4H14O4 | wB97M-V/def2-TZVPD

LUMO energy: 0.0234 Eh
Kohn-Sham gap: 10.2 eV

Geometry (Å):
C 0.295 0.198 3.170
C 0.429 0.622 1.739
O -0.786 1.197 1.309
C 0.818 -0.455 0.717
C 1.537 0.107 -0.487
O 1.466 -0.898 -1.510
H 0.313 1.087 3.864
H 1.034 -0.525 3.480
H -0.597 -0.431 3.357
H 1.283 1.406 1.575
H -0.797 2.066 1.618
H 1.447 -1.258 1.136
H -0.050 -0.982 0.377
H 1.317 1.075 -0.967
H 2.651 0.020 -0.251
H 0.858 -0.660 -2.210
O -2.503 -0.208 -1.096
H -1.732 -0.481 -0.644
H -3.030 0.027 -0.260
O -0.545 -0.463 -3.176
H -1.286 0.096 -2.784
H -0.931 -1.297 -3.338

For each atom in turn, the Mulliken charge in e is: atom 1 (C): -1.402, atom 2 (C): 0.556, atom 3 (O): -0.511, atom 4 (C): -0.406, atom 5 (C): -0.614, atom 6 (O): -0.553, atom 7 (H): 0.326, atom 8 (H): 0.383, atom 9 (H): 0.315, atom 10 (H): 0.234, atom 11 (H): 0.291, atom 12 (H): 0.305, atom 13 (H): 0.126, atom 14 (H): 0.366, atom 15 (H): 0.227, atom 16 (H): 0.401, atom 17 (O): -0.701, atom 18 (H): 0.372, atom 19 (H): 0.309, atom 20 (O): -0.680, atom 21 (H): 0.335, atom 22 (H): 0.321

Arrangement 2

C4H14O4 | wB97M-V/def2-TZVPD

LUMO energy: 0.0213 Eh
Kohn-Sham gap: 9.8 eV

Geometry (Å):
C 1.325 0.821 -2.173
C 0.398 -0.352 -1.911
C 0.892 -1.592 -1.714
C 0.008 -2.526 -0.987
O -0.381 -1.946 0.258
H 2.406 0.372 -2.243
H 1.064 1.383 -2.993
H 1.402 1.612 -1.443
H -0.596 -0.210 -1.598
H 1.800 -2.051 -2.151
H 0.457 -3.386 -0.606
H -0.979 -2.891 -1.524
H -0.920 -1.084 0.031
O -1.358 1.794 -0.090
H -1.192 2.512 -0.685
H -1.932 2.014 0.650
O 1.435 0.716 2.695
H 1.474 -0.143 3.007
H 1.518 0.719 1.703
O -1.845 1.953 2.523
H -0.865 1.825 2.588
H -2.179 1.089 2.898

For each atom in turn, the Mulliken charge in e is: atom 1 (C): -1.289, atom 2 (C): -0.162, atom 3 (C): 0.006, atom 4 (C): -0.612, atom 5 (O): -0.488, atom 6 (H): 0.295, atom 7 (H): 0.408, atom 8 (H): 0.261, atom 9 (H): 0.399, atom 10 (H): 0.330, atom 11 (H): 0.349, atom 12 (H): 0.175, atom 13 (H): 0.320, atom 14 (O): -0.569, atom 15 (H): 0.258, atom 16 (H): 0.349, atom 17 (O): -0.645, atom 18 (H): 0.302, atom 19 (H): 0.332, atom 20 (O): -0.730, atom 21 (H): 0.378, atom 22 (H): 0.333

Result of the stability comparison: arrangement 1 is the most stable of them.

Arrangement 1

C6H10O2 | wB97M-V/def2-TZVPD

LUMO energy: 0.0396 Eh
Kohn-Sham gap: 10.5 eV

Geometry (Å):
C 1.848 -0.200 -0.268
C 1.327 1.323 0.026
C -0.121 0.880 -0.010
C -1.687 1.047 -0.199
C -1.833 -0.508 -0.322
C -0.333 -1.134 0.277
H 2.339 -0.542 0.658
H 2.373 -0.283 -1.192
H 1.668 1.841 0.878
H 1.635 1.966 -0.820
H 0.020 0.277 -0.945
H -2.015 1.640 -1.160
H -2.264 1.398 0.632
H -2.144 -0.843 -1.343
H -2.632 -0.941 0.286
H -0.369 -2.137 0.666
O 0.825 -1.205 -0.511
O -0.052 -0.148 1.174

For each atom in turn, the Mulliken charge in e is: atom 1 (C): -0.508, atom 2 (C): -0.702, atom 3 (C): -0.094, atom 4 (C): -0.453, atom 5 (C): -0.774, atom 6 (C): 0.052, atom 7 (H): 0.315, atom 8 (H): 0.412, atom 9 (H): 0.346, atom 10 (H): 0.257, atom 11 (H): 0.362, atom 12 (H): 0.232, atom 13 (H): 0.316, atom 14 (H): 0.300, atom 15 (H): 0.392, atom 16 (H): 0.512, atom 17 (O): -0.476, atom 18 (O): -0.487

Arrangement 2

C6H10O2 | wB97M-V/def2-TZVPD

LUMO energy: 0.0338 Eh
Kohn-Sham gap: 9.5 eV

Geometry (Å):
C 2.521 0.198 0.068
C 0.235 -0.289 -0.120
C -0.213 0.723 1.086
C -1.424 0.867 0.105
C -1.885 -0.606 0.104
C -0.484 0.986 -1.086
H 2.825 0.769 -0.873
H 3.436 -0.487 0.403
H 2.370 0.802 0.968
H -0.404 0.295 2.012
H 0.431 1.735 1.060
H -2.207 1.537 0.258
H -2.647 -0.941 -0.696
H -2.251 -0.770 1.167
H 0.234 1.822 -1.130
H -0.774 0.613 -2.011
O 1.459 -0.761 -0.161
O -0.647 -1.320 -0.102

For each atom in turn, the Mulliken charge in e is: atom 1 (C): -0.722, atom 2 (C): 0.580, atom 3 (C): -0.663, atom 4 (C): -0.309, atom 5 (C): -0.529, atom 6 (C): -0.668, atom 7 (H): 0.243, atom 8 (H): 0.252, atom 9 (H): 0.339, atom 10 (H): 0.299, atom 11 (H): 0.298, atom 12 (H): 0.533, atom 13 (H): 0.302, atom 14 (H): 0.276, atom 15 (H): 0.316, atom 16 (H): 0.328, atom 17 (O): -0.410, atom 18 (O): -0.465

Arrangement 3

C6H10O2 | wB97M-V/def2-TZVPD

LUMO energy: 0.0320 Eh
Kohn-Sham gap: 10.5 eV

Geometry (Å):
C 2.792 -1.880 -0.249
C 2.439 -0.764 -0.002
C 2.272 0.595 0.469
O 2.515 1.657 -0.331
O 0.615 0.742 1.041
C -0.344 0.167 0.150
C -1.178 -1.019 0.612
C -1.317 1.358 -0.298
H 3.156 -2.871 -0.298
H 2.688 0.820 1.366
H 1.737 1.650 -0.932
H 0.238 -0.307 -0.782
H -1.624 -0.699 1.484
H -1.849 -1.320 -0.101
H -0.453 -1.782 0.706
H -2.108 1.330 0.306
H -1.716 1.302 -1.263
H -0.840 2.271 -0.265

For each atom in turn, the Mulliken charge in e is: atom 1 (C): 0.141, atom 2 (C): -0.475, atom 3 (C): -0.048, atom 4 (O): -0.457, atom 5 (O): -0.535, atom 6 (C): 0.726, atom 7 (C): -1.570, atom 8 (C): -1.570, atom 9 (H): 0.462, atom 10 (H): 0.304, atom 11 (H): 0.408, atom 12 (H): 0.193, atom 13 (H): 0.451, atom 14 (H): 0.386, atom 15 (H): 0.325, atom 16 (H): 0.435, atom 17 (H): 0.381, atom 18 (H): 0.442

Result of the stability comparison: arrangement 2 is the most stable of them.

Arrangement 1

C3H11NOS2 | wB97M-V/def2-TZVPD

Net charge: +1
LUMO energy (spin up / spin down): -0.1380 / -0.2985 Eh
Kohn-Sham gap (spin up / spin down): 10.0 / 5.6 eV
Multiplicity: 2

Geometry (Å):
N -0.942 -1.237 -1.985
C 0.158 -0.520 -2.499
C 1.487 -0.796 -1.640
S 1.845 0.483 -0.493
S 0.227 0.289 0.797
C -1.024 1.474 0.197
H -0.723 -2.234 -1.947
H -1.495 -0.972 -1.182
H 0.364 -0.778 -3.540
H -0.108 0.540 -2.472
H 1.265 -1.732 -1.156
H 2.337 -0.969 -2.296
H -1.964 0.928 0.135
H -1.184 2.129 1.056
H -0.759 2.034 -0.693
H 0.074 1.163 6.208
H 0.557 -0.220 5.883
O -0.115 0.419 5.625

For each atom in turn, the Mulliken charge in e is: atom 1 (N): -0.310, atom 2 (C): -0.427, atom 3 (C): -0.448, atom 4 (S): 0.086, atom 5 (S): 0.105, atom 6 (C): -0.836, atom 7 (H): 0.280, atom 8 (H): 0.226, atom 9 (H): 0.319, atom 10 (H): 0.274, atom 11 (H): 0.355, atom 12 (H): 0.368, atom 13 (H): 0.332, atom 14 (H): 0.358, atom 15 (H): 0.316, atom 16 (H): 0.323, atom 17 (H): 0.320, atom 18 (O): -0.640

Arrangement 2

C3H11NOS2 | wB97M-V/def2-TZVPD

Net charge: +1
LUMO energy (spin up / spin down): -0.2568 / -0.2971 Eh
Kohn-Sham gap (spin up / spin down): 5.9 / 4.8 eV
Multiplicity: 2

Geometry (Å):
N 2.518 -0.317 -0.311
C 1.968 -1.172 0.757
C 0.489 -1.509 0.604
S -0.642 -0.163 0.379
S -2.386 1.102 0.780
C -1.431 2.646 1.434
H 1.907 0.359 -0.631
H 3.401 0.018 -0.139
H 2.529 -2.072 0.744
H 2.014 -0.713 1.737
H 0.347 -2.117 -0.311
H 0.248 -2.157 1.470
H -2.266 3.327 1.674
H -0.899 2.126 2.281
H -0.649 2.763 0.653
H -2.625 -0.354 -3.010
H -2.505 -1.228 -4.323
O -2.018 -0.537 -3.788

For each atom in turn, the Mulliken charge in e is: atom 1 (N): -0.467, atom 2 (C): -0.379, atom 3 (C): -0.487, atom 4 (S): 0.111, atom 5 (S): 0.192, atom 6 (C): -0.780, atom 7 (H): 0.179, atom 8 (H): 0.204, atom 9 (H): 0.341, atom 10 (H): 0.272, atom 11 (H): 0.336, atom 12 (H): 0.412, atom 13 (H): 0.383, atom 14 (H): 0.344, atom 15 (H): 0.336, atom 16 (H): 0.304, atom 17 (H): 0.340, atom 18 (O): -0.642

Arrangement 3

C3H11NOS2 | wB97M-V/def2-TZVPD

Net charge: +1
LUMO energy (spin up / spin down): -0.1622 / -0.3096 Eh
Kohn-Sham gap (spin up / spin down): 9.4 / 4.5 eV
Multiplicity: 2

Geometry (Å):
S -2.377 2.068 -1.631
S -0.444 2.385 -1.006
C 0.140 0.820 -0.430
C -0.767 -0.019 0.554
N -0.289 -1.307 0.961
C -0.492 -2.431 -0.015
H -3.003 1.439 -0.588
H 0.445 0.096 -1.198
H 1.083 1.072 0.041
H -1.840 0.036 0.322
H -0.612 0.642 1.445
H 0.713 -1.146 1.108
H -1.496 -2.505 -0.392
H -0.459 -3.306 0.649
H 0.264 -2.242 -0.762
H 3.090 0.652 0.290
H 2.987 2.200 -0.022
O 3.054 1.545 0.675

For each atom in turn, the Mulliken charge in e is: atom 1 (S): -0.044, atom 2 (S): 0.218, atom 3 (C): -0.131, atom 4 (C): -0.771, atom 5 (N): -0.300, atom 6 (C): -0.865, atom 7 (H): 0.264, atom 8 (H): 0.470, atom 9 (H): 0.038, atom 10 (H): 0.482, atom 11 (H): 0.342, atom 12 (H): 0.308, atom 13 (H): 0.323, atom 14 (H): 0.296, atom 15 (H): 0.351, atom 16 (H): 0.354, atom 17 (H): 0.340, atom 18 (O): -0.674

Result of the stability comparison: arrangement 1 is the most stable of them.

Arrangement 1

C4H14N2 | wB97M-V/def2-TZVPD

LUMO energy: 0.0399 Eh
Kohn-Sham gap: 9.8 eV

Geometry (Å):
C -3.540 0.824 1.460
C -3.501 0.197 0.085
C -2.084 -0.213 -0.334
H -2.823 0.339 2.120
H -3.260 1.877 1.405
H -4.536 0.777 1.897
H -4.163 -0.675 -0.025
H -3.864 0.870 -0.693
H -2.049 -0.962 -1.132
H -1.594 -0.720 0.495
H -1.484 0.676 -0.490
N 4.023 -0.493 0.321
C 3.086 -0.721 -0.739
N 2.020 0.265 -0.784
H 3.608 -0.093 1.144
H 4.892 -0.111 -0.004
H 2.555 -1.666 -0.604
H 3.614 -0.847 -1.688
H 2.204 1.237 -0.995
H 1.127 0.002 -1.164

For each atom in turn, the Mulliken charge in e is: atom 1 (C): -1.042, atom 2 (C): -0.226, atom 3 (C): -1.146, atom 4 (H): 0.301, atom 5 (H): 0.284, atom 6 (H): 0.308, atom 7 (H): 0.305, atom 8 (H): 0.244, atom 9 (H): 0.364, atom 10 (H): 0.333, atom 11 (H): 0.272, atom 12 (N): -0.539, atom 13 (C): -0.228, atom 14 (N): -0.484, atom 15 (H): 0.228, atom 16 (H): 0.193, atom 17 (H): 0.238, atom 18 (H): 0.282, atom 19 (H): 0.156, atom 20 (H): 0.157

Arrangement 2

C4H14N2 | wB97M-V/def2-TZVPD

LUMO energy: 0.0391 Eh
Kohn-Sham gap: 9.4 eV

Geometry (Å):
C -0.205 -4.311 -0.200
N 1.018 -3.584 -0.031
C 0.772 -2.207 -0.454
H -0.057 -5.404 -0.175
H -0.529 -4.022 -1.214
H -1.005 -4.049 0.513
H 1.879 -4.008 -0.398
H 1.662 -1.606 -0.205
H -0.118 -1.709 -0.033
H 0.668 -2.244 -1.551
C -0.920 3.288 1.478
N 0.160 2.906 0.618
C -0.119 3.231 -0.805
H -0.855 4.384 1.576
H -0.807 2.838 2.479
H -1.918 3.028 1.087
H 0.921 3.560 0.841
H -1.122 2.878 -1.096
H 0.630 2.714 -1.428
H -0.055 4.314 -1.004

For each atom in turn, the Mulliken charge in e is: atom 1 (C): -0.728, atom 2 (N): -0.369, atom 3 (C): -0.843, atom 4 (H): 0.307, atom 5 (H): 0.281, atom 6 (H): 0.211, atom 7 (H): 0.247, atom 8 (H): 0.283, atom 9 (H): 0.271, atom 10 (H): 0.337, atom 11 (C): -0.753, atom 12 (N): -0.376, atom 13 (C): -0.797, atom 14 (H): 0.307, atom 15 (H): 0.235, atom 16 (H): 0.272, atom 17 (H): 0.240, atom 18 (H): 0.313, atom 19 (H): 0.245, atom 20 (H): 0.315

Arrangement 3

C4H14N2 | wB97M-V/def2-TZVPD

LUMO energy: 0.0378 Eh
Kohn-Sham gap: 9.2 eV

Geometry (Å):
C 0.040 1.922 -0.764
N 1.062 0.888 -0.702
C 2.369 1.495 -0.498
H -0.024 2.358 0.234
H 0.371 2.775 -1.379
H -0.941 1.588 -1.090
H 1.081 0.321 -1.540
H 2.567 2.353 -1.149
H 3.163 0.752 -0.529
H 2.389 1.868 0.533
C -2.193 -0.759 0.650
N -0.767 -1.058 0.716
C -0.435 -2.496 0.790
H -2.406 0.213 1.098
H -2.597 -0.783 -0.373
H -2.757 -1.520 1.190
H -0.302 -0.671 -0.099
H -1.279 -3.181 0.763
H 0.130 -2.626 1.712
H 0.276 -2.719 -0.008

For each atom in turn, the Mulliken charge in e is: atom 1 (C): -0.943, atom 2 (N): -0.277, atom 3 (C): -0.930, atom 4 (H): 0.331, atom 5 (H): 0.351, atom 6 (H): 0.293, atom 7 (H): 0.227, atom 8 (H): 0.272, atom 9 (H): 0.321, atom 10 (H): 0.296, atom 11 (C): -0.898, atom 12 (N): -0.235, atom 13 (C): -0.766, atom 14 (H): 0.266, atom 15 (H): 0.276, atom 16 (H): 0.429, atom 17 (H): 0.158, atom 18 (H): 0.337, atom 19 (H): 0.223, atom 20 (H): 0.269

Result of the stability comparison: arrangement 1 is the most stable of them.